[1]
# C4H8N4

A structure of composition C4H8N4 in a non-equilibrium geometry (ωB97M-V/def2-TZVPD, OMol25).

Output
Total energy ... -10234.084 eV
Total charge ... 0
Orbital gap ... 8.9 eV
LUMO level ... 0.681 eV

Cartesian coordinates (Å):
C  0.49797  -0.98430  1.81620
N  0.87177  0.25496  1.17995
C  0.40669  0.64604  -0.05809
C  -1.54964  0.77133  0.21952
C  0.33224  -0.60439  -1.13377
N  0.91420  1.73368  -0.55956
N  -2.37881  0.92836  -0.59772
N  -0.27321  -0.53076  -2.22214
H  1.51462  0.90637  1.59927
H  0.57331  1.92485  -1.49757
H  -3.06449  1.54267  -0.99305
H  -0.14661  -1.31194  -2.86390
H  1.12845  -1.31524  -0.87161
H  1.02842  -1.84591  1.39271
H  -0.56872  -1.19136  1.70958
H  0.71381  -0.92434  2.88017

Calculated atomic charges, method Mulliken, unit e: atom 1 (C): -0.87, atom 2 (N): -0.24, atom 3 (C): 0.76, atom 4 (C): -0.12, atom 5 (C): -0.16, atom 6 (N): -0.89, atom 7 (N): -0.19, atom 8 (N): -0.54, atom 9 (H): 0.28, atom 10 (H): 0.28, atom 11 (H): 0.26, atom 12 (H): 0.25, atom 13 (H): 0.31, atom 14 (H): 0.27, atom 15 (H): 0.27, atom 16 (H): 0.33


[2]
# C4H8N4

The molecule C4H8N4 in a non-equilibrium geometry (ωB97M-V/def2-TZVPD, OMol25).

Output
Total energy ... -10232.126 eV
Total charge ... 0
Orbital gap (alpha / beta) ... 6.7 / 7.8 eV
LUMO level (alpha / beta) ... 0.209 / 0.352 eV
SMILES string ... [H]/N=C(\N)N(N)C=C=C

Cartesian coordinates (Å):
C  -0.23591  0.95267  0.13632
C  1.39968  -0.78302  -0.38313
N  -2.02954  -0.82943  0.53847
N  -1.03375  1.65934  -0.74785
C  0.27768  -1.37229  0.04439
C  2.70279  -0.64183  -0.38067
N  -0.69411  -0.47064  0.32626
N  0.48457  1.55316  1.01445
H  -2.08693  -1.72363  1.01887
H  -2.55310  -0.90404  -0.32953
H  -1.73066  1.05240  -1.16734
H  -1.45857  2.49363  -0.36718
H  0.40836  2.56154  0.89511
H  0.03388  -2.42821  0.00325
H  3.14103  0.35023  -0.42166
H  3.37458  -1.46989  -0.17975

Calculated atomic charges, method Mulliken, unit e: atom 1 (C): 0.36, atom 2 (C): -0.13, atom 3 (N): -0.78, atom 4 (N): -0.50, atom 5 (C): 0.01, atom 6 (C): -0.75, atom 7 (N): 0.27, atom 8 (N): -0.59, atom 9 (H): 0.26, atom 10 (H): 0.22, atom 11 (H): 0.22, atom 12 (H): 0.25, atom 13 (H): 0.23, atom 14 (H): 0.40, atom 15 (H): 0.26, atom 16 (H): 0.25


Per-record energy relative to the best compared isomer or geometry (same formula, charge and spin), kcal per mole: 95.89, 141.03